1.
DFT (wB97M-V/def2-TZVPD) results for a cluster of 2 separate species, C28H29NO4S2 in total.

XYZ file:
```
64
Properties=species:S:1:pos:R:3:forces:R:3:nbo_charge:R:1
C 3.06761 -6.87535 1.03393 -0.1 0.2 0.0 -0.189
C 3.63606 -5.99047 0.11491 0.0 0.1 0.1 -0.212
C 3.63653 -4.61946 0.36770 -0.1 0.2 -0.1 -0.166
C 3.06829 -4.14240 1.54491 -0.2 0.1 0.1 -0.335
S 3.06668 -2.36709 1.88826 0.7 -0.9 -0.5 2.171
C 1.32982 -1.87270 1.82023 -0.5 -0.2 1.2 -0.614
C 0.74706 -1.38626 2.92749 0.7 -0.4 -1.0 -0.248
S 0.32151 -2.25483 0.38612 -0.6 -0.5 -1.0 2.156
C -0.92076 -3.42667 0.98675 -0.2 -0.2 0.4 -0.246
C -0.66950 -4.80171 0.94168 0.3 0.1 0.0 -0.210
C -1.60076 -5.71028 1.45124 0.0 0.3 -0.1 -0.214
C -2.80902 -5.25053 1.98007 0.2 0.2 0.0 -0.187
C -3.06433 -3.87688 2.02485 0.2 0.0 -0.1 -0.203
C -2.12486 -2.96789 1.52969 0.1 0.1 0.0 -0.225
O -0.37035 -1.05177 -0.02375 0.4 -0.6 0.5 -0.915
O 1.13729 -2.99890 -0.54665 -0.2 0.5 0.5 -0.923
O 3.50960 -2.23345 3.25739 -0.5 0.3 -0.4 -0.925
O 3.76711 -1.72283 0.80619 -0.4 0.0 0.5 -0.908
C 2.51223 -5.01676 2.47834 -0.1 0.2 -0.1 -0.139
C 2.49320 -6.38411 2.21008 0.1 0.0 0.0 -0.241
H 3.06625 -7.94621 0.83433 0.0 0.3 0.0 0.221
H 4.08213 -6.35346 -0.81250 -0.1 0.0 0.3 0.225
H 4.06122 -3.91210 -0.34320 -0.1 -0.2 0.2 0.255
H -0.31095 -1.15998 2.92964 0.0 0.1 0.1 0.223
H 1.34452 -1.22481 3.81684 -0.1 0.0 0.0 0.246
H 0.26581 -5.16190 0.51614 -0.2 0.1 0.1 0.247
H -1.37080 -6.77705 1.42559 -0.1 0.3 0.0 0.224
H -3.54586 -5.95806 2.36010 0.2 0.2 -0.1 0.223
H -3.99639 -3.49978 2.44688 0.2 -0.1 -0.1 0.223
H -2.31874 -1.89667 1.56111 0.0 -0.2 0.0 0.238
H 2.07538 -4.61295 3.39221 0.1 -0.2 -0.2 0.226
H 2.02660 -7.05915 2.92953 0.2 0.1 -0.2 0.222
C 0.54795 6.55683 0.55809 -0.3 0.0 0.1 -0.410
C 1.66051 6.71456 -0.48380 0.1 0.0 -0.2 -0.410
C 1.42368 5.63242 -1.54448 0.1 -0.3 0.3 -0.206
N 0.10080 5.09857 -1.26971 -0.4 1.4 -0.2 -0.436
C -0.36413 4.01171 -1.96807 1.1 -1.4 -1.0 0.159
C 0.46633 3.27228 -2.78018 -0.6 1.3 1.0 -0.269
C 0.02233 2.02515 -3.42842 -0.9 -0.6 -0.4 -0.426
C -1.12410 1.32722 -2.65954 0.8 -0.3 -0.1 -0.417
C -2.15555 2.29359 -2.17201 -0.3 0.3 0.2 -0.002
C -1.79391 3.62175 -1.85779 -0.4 -0.3 0.0 0.000
C -2.81143 4.53075 -1.52013 0.0 -0.2 0.0 -0.216
C -4.13213 4.10523 -1.36603 0.1 -0.4 -0.2 -0.232
C -4.46792 2.76371 -1.61026 0.2 0.3 0.2 -0.210
C -3.47684 1.87164 -2.01787 0.0 0.4 0.0 -0.217
C -0.32999 5.38855 0.09217 0.2 -0.4 0.4 -0.203
H 0.95379 6.32712 1.54525 -0.1 0.2 0.0 0.211
H -0.05219 7.46753 0.62500 0.1 -0.1 0.1 0.207
H 1.62219 7.70338 -0.94636 0.1 -0.1 0.1 0.208
H 2.64567 6.57223 -0.03543 -0.1 0.2 -0.1 0.210
H 1.50731 6.03098 -2.56596 -0.2 -0.2 0.2 0.201
H 2.19371 4.84982 -1.44403 -0.1 0.0 0.0 0.174
H 1.46413 3.63068 -3.02428 -0.2 -0.1 0.3 0.206
H -0.34948 2.23194 -4.44536 0.2 -0.1 0.0 0.196
H 0.87280 1.34246 -3.52463 -0.2 0.0 -0.1 0.219
H -1.59506 0.59076 -3.32216 0.0 0.1 0.2 0.210
H -0.70932 0.76551 -1.80689 -0.1 0.2 -0.1 0.235
H -2.56867 5.58646 -1.39279 -0.1 -0.3 0.0 0.211
H -4.89551 4.81819 -1.05652 0.1 -0.2 -0.2 0.211
H -5.49396 2.41498 -1.48830 0.2 0.1 0.0 0.210
H -3.71636 0.82772 -2.23150 0.0 0.3 0.0 0.210
H -0.16040 4.51518 0.75082 -0.1 0.1 -0.2 0.172
H -1.39684 5.62354 0.15508 0.3 0.0 0.0 0.203
```
Forces are in eV/Å.

- HOMO level: -6.99 eV
- E_tot: -60854.5852 eV
- HOMO-LUMO gap: 0.237 Ha

2.
DFT (wB97M-V/def2-TZVPD) results for a structure of composition C8H14PZn.

XYZ file:
```
24
Properties=species:S:1:pos:R:3:forces:R:3:nbo_charge:R:1
Zn 0.81505 0.28878 -0.17775 0.0 0.0 0.1 1.424
C 2.33343 1.79743 -0.60708 -0.1 0.1 0.3 -0.414
C 2.23883 1.67093 0.81516 -0.1 0.2 -0.2 -0.404
C 2.59241 0.34653 1.16384 0.1 -0.2 0.0 -0.399
C 2.90774 -0.35715 -0.02939 0.0 0.0 -0.1 -0.415
C 2.74800 0.54215 -1.12872 0.1 -0.2 0.0 -0.416
H 2.16665 2.69842 -1.17510 0.0 0.0 0.0 0.261
H 1.97956 2.45908 1.50364 0.0 0.0 0.0 0.258
H 2.64514 -0.05201 2.16441 0.0 0.0 0.0 0.258
H 3.25015 -1.37735 -0.09453 0.0 0.0 0.0 0.260
H 2.95594 0.32084 -2.16305 0.0 0.0 0.0 0.262
C -2.15945 -0.47989 -1.67998 0.0 0.0 0.0 -0.946
P -1.35154 -0.40975 -0.06525 0.0 0.0 -0.1 0.801
C -1.48885 -2.06796 0.64003 0.0 0.0 0.0 -0.946
C -2.36778 0.66743 0.96921 0.0 0.0 0.0 -0.946
H -3.18606 -0.82784 -1.55942 0.0 0.0 0.0 0.259
H -1.62422 -1.16595 -2.33548 0.0 0.0 0.0 0.264
H -2.16843 0.50865 -2.13769 0.0 0.0 0.0 0.264
H -2.53930 -2.35866 0.68157 0.0 0.0 0.0 0.259
H -1.07316 -2.08364 1.64688 0.0 0.0 0.0 0.264
H -0.94433 -2.78253 0.02380 0.0 0.0 0.0 0.264
H -3.38767 0.28272 1.00441 0.0 0.0 0.0 0.259
H -2.37913 1.67714 0.56041 0.0 0.0 0.0 0.265
H -1.96297 0.70262 1.98010 0.0 0.0 0.0 0.264
```
Forces are in eV/Å.

- HOMO level: -12.70 eV
- E_tot: -66223.9858 eV
- Charge: +1
- HOMO-LUMO gap: 0.363 Ha